[1]
11
Properties=species:S:1:pos:R:3 method="wB97M-V/def2-TZVPD" orbital_gap_ev=8.524 energy_ha=-513.8984 e_lumo_ev=0.2823 e_homo_ev=-8.241 relative_energy_ev=1.9406 multiplicity=1
C 0.840 1.048 -1.339
C 0.449 1.698 -0.232
N -0.102 1.260 0.966
P -0.771 -0.122 1.258
C -0.606 -1.702 0.701
H 1.311 1.571 -2.122
H 0.942 -0.036 -1.321
H 0.194 2.725 -0.247
H -1.694 0.048 2.420
H -1.362 -2.490 0.993
H 0.043 -1.989 -0.057

***

[2]
14
Properties=species:S:1:pos:R:3 method="wB97M-V/def2-TZVPD" orbital_gap_ev="8.588 / 8.592" energy_ha=-324.4244 e_lumo_ev="-0.5275 / -0.5271" e_homo_ev="-9.115 / -9.119" relative_energy_ev=8.1665 multiplicity=1
O -0.142 1.901 -1.638
C 0.303 0.928 -2.498
C 0.502 -0.026 -1.408
C 0.522 -0.512 -0.270
C 0.184 -0.145 1.008
C -0.557 -0.625 2.178
N 0.787 -0.028 2.229
H -0.399 1.708 -0.142
H -0.437 0.577 -3.237
H 1.242 1.170 -3.024
H -0.444 1.426 0.651
H -0.669 -1.704 2.274
H -1.335 -0.015 2.626
H 1.607 -0.598 2.405

***

[3]
15
Properties=species:S:1:pos:R:3 method="wB97M-V/def2-TZVPD" orbital_gap_ev=11.434 energy_ha=-693.2103 e_lumo_ev=0.8425 e_homo_ev=-10.591 relative_energy_ev=0.7722 multiplicity=1
C 1.500 0.158 0.356
C 0.495 0.442 -0.708
O 0.558 1.826 -1.144
C -0.829 0.226 -0.118
C -1.161 -1.102 0.462
Cl -0.750 -2.552 -0.474
H 2.579 0.275 0.111
H 1.285 0.843 1.201
H 1.349 -0.890 0.667
H 0.489 -0.126 -1.673
H -0.081 2.226 -0.619
H -0.993 0.809 0.772
H -1.514 0.342 -0.944
H -2.257 -1.258 0.730
H -0.670 -1.218 1.380

***

[4]
11
Properties=species:S:1:pos:R:3 method="wB97M-V/def2-TZVPD" orbital_gap_ev="8.855 / 9.105" energy_ha=-667.3914 e_lumo_ev="0.2380 / -0.7942" e_homo_ev="-8.617 / -9.899" s2=2.01 relative_energy_ev=1.5494 multiplicity=3
C 0.542 0.612 -0.418
C -1.887 -1.510 -0.664
Si 1.658 0.909 1.038
I -3.104 0.204 -1.040
H -0.054 1.197 -1.041
H 0.221 -0.395 -0.457
H -1.060 -1.706 -1.214
H -2.452 -2.240 -0.057
H 2.721 1.610 0.341
H 2.063 -0.497 1.347
H 1.353 1.816 2.163

***

[5]
11
Properties=species:S:1:pos:R:3 method="wB97M-V/def2-TZVPD" orbital_gap_ev=10.601 energy_ha=-302.2949 e_lumo_ev=0.6417 e_homo_ev=-9.959 relative_energy_ev=3.6309 multiplicity=1
C -2.787 0.566 -1.052
C -1.647 0.382 -0.552
C -0.362 0.128 0.003
C 0.842 0.708 -0.355
N 1.776 0.099 0.391
N 1.284 -0.851 1.208
C -0.014 -0.837 0.983
H -2.254 -0.438 -1.455
H 1.070 1.489 -1.067
H 2.769 0.273 0.396
H -0.677 -1.518 1.500

***

[6]
90
Properties=species:S:1:pos:R:3 method="wB97M-V/def2-TZVPD" orbital_gap_ev=9.827 energy_ha=-2072.3205 e_lumo_ev=0.3258 e_homo_ev=-9.501 relative_energy_ev=2.2373 multiplicity=1
O 0.964 -4.585 1.746
C 0.072 -5.217 0.805
C -1.292 -4.559 1.000
O -1.315 -3.352 0.237
H 1.891 -4.661 1.515
H 0.536 -5.417 -0.160
H -0.040 -6.226 1.241
H -1.489 -4.476 2.070
H -2.062 -5.220 0.596
H -0.502 -2.876 0.459
O -1.160 3.661 4.892
C -0.450 3.340 3.680
C -0.957 4.235 2.568
O -0.472 5.560 2.762
H -1.839 3.005 5.059
H 0.590 3.561 3.930
H -0.562 2.274 3.466
H -2.046 4.194 2.507
H -0.528 3.887 1.624
H -0.661 5.799 3.678
O 2.527 3.417 0.168
C 2.471 4.732 0.770
C 3.610 4.952 1.793
O 4.553 5.926 1.318
H 3.398 3.026 0.258
H 2.583 5.355 -0.126
H 1.474 4.851 1.194
H 4.106 4.005 2.003
H 3.105 5.356 2.674
H 4.342 6.723 1.809
O 1.217 -2.599 -2.331
C 2.641 -2.396 -2.247
C 3.345 -2.614 -3.571
O 2.972 -3.878 -4.143
H 1.085 -3.149 -3.115
H 2.779 -1.367 -1.917
H 2.993 -3.169 -1.557
H 4.412 -2.595 -3.337
H 3.111 -1.807 -4.268
H 2.502 -3.631 -4.945
O -2.895 -0.789 1.842
C -4.030 -1.045 2.645
C -3.684 -1.627 4.010
O -3.228 -2.968 3.911
H -2.467 -1.647 1.728
H -4.623 -0.139 2.754
H -4.660 -1.792 2.149
H -4.653 -1.576 4.528
H -2.961 -1.114 4.641
H -3.866 -3.632 4.170
O -1.108 4.581 -6.433
C -1.921 4.232 -5.318
C -1.090 3.540 -4.235
O -0.558 2.343 -4.781
H -0.713 5.431 -6.208
H -2.491 5.041 -4.849
H -2.674 3.537 -5.691
H -1.745 3.337 -3.379
H -0.280 4.180 -3.871
H 0.214 2.103 -4.261
O 2.257 1.356 4.904
C 2.947 1.037 3.681
C 1.892 0.902 2.587
O 0.939 -0.106 2.797
H 2.645 2.147 5.284
H 3.636 1.833 3.404
H 3.403 0.056 3.828
H 2.434 0.762 1.643
H 1.346 1.840 2.458
H 0.937 -0.428 3.703
O -1.625 -3.835 -2.531
C -1.404 -5.207 -2.856
C -1.936 -5.487 -4.223
O -3.374 -5.434 -4.275
H -1.569 -3.646 -1.579
H -0.318 -5.333 -2.808
H -1.848 -5.828 -2.075
H -1.584 -6.457 -4.582
H -1.611 -4.736 -4.945
H -3.580 -5.426 -5.214
O -0.647 -0.425 -1.648
C 0.177 0.034 -0.587
C -0.340 1.365 -0.052
O -0.632 2.266 -1.113
H -0.314 -1.303 -1.884
H 0.176 -0.698 0.233
H 1.226 0.046 -0.915
H 0.505 1.786 0.492
H -1.190 1.174 0.607
H -1.015 1.683 -1.790

***

[7]
93
Properties=species:S:1:pos:R:3 method="wB97M-V/def2-TZVPD" orbital_gap_ev="5.529 / 6.046" energy_ha=-4441.4208 e_lumo_ev="-0.7017 / -0.8421" e_homo_ev="-6.231 / -6.888" s2=2.02 multiplicity=3
Ni -0.107 1.136 -1.667
C -1.730 0.882 -4.055
C -1.755 -0.454 -3.848
C -1.190 -1.381 -4.899
C 0.198 -1.033 -5.524
C 1.138 -0.255 -4.655
C 1.132 1.079 -4.531
C 0.201 1.968 -5.292
C -1.299 1.528 -5.322
C 1.410 0.226 1.261
H -2.092 1.586 -3.311
H -2.560 -0.953 -3.241
H -1.916 -1.421 -5.739
H -1.108 -2.391 -4.466
H 0.683 -2.008 -5.700
H 0.083 -0.551 -6.516
H 1.979 -0.844 -4.267
H 1.998 1.608 -4.116
H 0.541 1.956 -6.347
H 0.262 2.998 -4.885
H -1.904 2.456 -5.443
H -1.486 0.843 -6.175
H 0.570 0.905 1.167
H 2.185 0.578 1.980
H 1.028 -0.741 1.573
P -1.696 -0.621 -1.315
P 2.084 0.072 -0.320
C -0.122 -1.333 -1.724
C 1.154 -0.717 -1.609
C -2.529 -1.979 -0.471
C -2.811 -3.116 -1.248
C -3.411 -4.232 -0.673
C -3.701 -4.243 0.694
C -3.417 -3.114 1.472
C -2.856 -1.977 0.897
C -2.852 0.753 -1.117
C -2.307 2.055 -1.030
C -3.194 3.137 -1.060
C -4.581 2.913 -1.085
C -5.113 1.626 -1.183
C -4.240 0.545 -1.226
C 3.488 -1.034 -0.102
C 3.229 -2.311 0.421
C 4.294 -3.159 0.744
C 5.611 -2.734 0.553
C 5.861 -1.472 0.009
C 4.805 -0.615 -0.305
C 2.742 1.698 -0.723
C 2.742 2.724 0.251
C 2.977 4.041 -0.145
C 3.243 4.327 -1.486
C 3.402 3.295 -2.422
C 3.190 1.969 -2.031
H -0.186 -2.216 -2.341
H 1.862 -1.173 -2.314
H -2.510 -3.144 -2.292
H -3.579 -5.122 -1.277
H -4.091 -5.155 1.153
H -3.581 -3.155 2.547
H -2.645 -1.123 1.539
H -1.197 2.263 -1.033
H -2.857 4.176 -1.059
H -5.282 3.740 -0.989
H -6.190 1.431 -1.212
H -4.616 -0.468 -1.336
H 2.200 -2.637 0.607
H 4.109 -4.154 1.157
H 6.444 -3.378 0.841
H 6.881 -1.139 -0.169
H 4.994 0.386 -0.692
H 2.499 2.537 1.300
H 2.903 4.850 0.587
H 3.319 5.364 -1.809
H 3.666 3.524 -3.461
H 3.285 1.153 -2.760
C 0.598 1.161 9.335
C 0.062 0.554 8.082
C 0.039 -0.835 7.933
C -0.448 -1.406 6.764
C -0.904 -0.588 5.722
C -0.932 0.802 5.887
C -0.442 1.360 7.062
S -1.437 -1.340 4.169
O -0.268 -2.060 3.662
O -2.582 -2.183 4.509
O -1.739 -0.111 3.431
H -0.019 0.895 10.199
H 1.603 0.807 9.578
H 0.645 2.247 9.243
H 0.396 -1.467 8.745
H -0.484 -2.482 6.626
H -1.327 1.434 5.104
H -0.444 2.439 7.216

***

[8]
39
Properties=species:S:1:pos:R:3 method="wB97M-V/def2-TZVPD" charge=-1 orbital_gap_ev=3.854 energy_ha=-2883.2466 e_lumo_ev=0.0811 e_homo_ev=-3.772 multiplicity=1
C 5.639 -1.599 1.832
O 5.280 -0.752 2.883
C 4.802 0.522 2.384
Ga 2.919 0.366 1.498
C 1.991 -1.309 2.237
H 4.802 -1.801 1.154
H 6.465 -1.170 1.246
H 5.961 -2.548 2.265
H 4.743 1.162 3.265
H 5.558 0.962 1.720
H 2.102 1.715 1.825
H 3.172 0.144 -0.095
H 2.600 -2.200 2.092
H 1.752 -1.198 3.293
H 1.052 -1.456 1.695
C 0.196 -2.083 -1.967
C -0.405 -3.264 -2.088
C -1.716 -3.531 -1.450
O -2.271 -4.606 -1.575
C -2.325 -2.440 -0.652
C -1.723 -1.260 -0.523
C -0.427 -0.981 -1.189
O 0.099 0.103 -1.109
H 1.156 -1.865 -2.418
H 0.028 -4.081 -2.651
H -3.275 -2.662 -0.181
H -2.145 -0.452 0.059
C -4.314 1.737 -1.538
C -4.382 2.729 -2.420
C -3.915 4.096 -2.078
O -3.990 5.002 -2.880
C -3.358 4.310 -0.720
C -3.290 3.318 0.163
C -3.769 1.957 -0.176
O -3.708 1.051 0.628
H -4.646 0.731 -1.765
H -4.776 2.593 -3.419
H -3.009 5.310 -0.498
H -2.877 3.448 1.155

***

[9]
9
Properties=species:S:1:pos:R:3 method="wB97M-V/def2-TZVPD" orbital_gap_ev=10.761 energy_ha=-2981.1303 e_lumo_ev=0.4210 e_homo_ev=-10.340 relative_energy_ev=1.1555 multiplicity=1
N -1.292 -1.614 -0.412
C -1.102 -0.361 -0.541
O -1.218 0.494 0.302
C -0.657 -0.109 -2.291
F -1.759 -0.571 -2.934
F -0.435 1.116 -2.774
Br 0.825 -1.322 -2.834
H -1.012 -2.412 -1.104
H -1.451 -1.840 0.515

***

[10]
25
Properties=species:S:1:pos:R:3 method="wB97M-V/def2-TZVPD" charge=+1 orbital_gap_ev=8.873 energy_ha=-422.3193 e_lumo_ev=-2.9838 e_homo_ev=-11.857 relative_energy_ev=1.9982 multiplicity=1
C -0.473 0.038 -1.517
C -1.058 -1.095 -0.773
C -2.025 -0.773 0.399
C -2.498 -2.214 0.909
N -2.896 -2.120 2.307
N 1.001 0.226 -1.192
H -0.636 -0.068 -2.646
H -0.836 1.057 -1.343
H -0.419 -1.952 -0.464
H -1.646 -1.761 -1.442
H -1.400 -0.262 1.204
H -2.849 -0.178 0.065
H -1.555 -2.791 0.861
H -3.395 -2.330 0.289
H -3.857 -1.815 2.392
H -2.959 -3.019 2.792
H 1.098 1.179 -0.755
H 1.513 0.273 -2.066
H 1.491 -0.458 -0.613
H 2.033 3.441 -1.397
H 2.642 2.517 -0.337
O 2.127 2.508 -1.167
H 4.680 1.812 1.731
H 4.918 3.003 0.793
O 4.252 2.354 1.060

***

[11]
54
Properties=species:S:1:pos:R:3 method="wB97M-V/def2-TZVPD" charge=+2 orbital_gap_ev=1.789 energy_ha=-3087.6059 e_lumo_ev=-12.0667 e_homo_ev=-13.855 multiplicity=1
C -3.208 -2.295 -2.462
C -2.824 -3.608 -1.663
C -1.901 -3.345 -0.371
C -0.960 -2.057 -0.566
C 0.220 -2.051 0.494
C -0.239 -2.814 1.757
N -0.430 -3.239 2.810
P 1.712 -3.091 -0.194
O 1.739 -2.984 -1.870
Cl 1.352 -5.096 0.247
C 0.849 -0.588 0.789
C 2.305 -0.899 1.319
N 3.396 -1.004 1.675
C 0.856 0.169 -0.600
C 1.780 1.424 -0.675
C 1.113 2.784 -0.922
C 1.919 4.058 -1.047
C 3.386 4.071 -0.904
C 4.063 2.720 -0.662
C 5.620 2.607 -0.492
C 3.228 1.452 -0.578
S 0.047 0.337 2.176
O 0.296 -0.289 3.481
O 0.762 1.635 2.252
C -1.800 0.521 2.063
F -2.221 0.907 3.337
F -2.475 -0.650 1.793
C -2.357 1.623 1.077
F -2.588 1.154 -0.213
F -1.578 2.753 0.944
C -3.797 2.161 1.577
F -4.646 1.183 1.940
F -3.675 3.215 2.539
F -4.357 2.757 0.467
H -3.337 -1.379 -1.828
H -2.436 -2.155 -3.283
H -4.169 -2.525 -3.019
H -3.740 -4.143 -1.260
H -2.312 -4.375 -2.322
H -1.287 -4.290 -0.248
H -2.611 -3.181 0.486
H -0.611 -2.126 -1.644
H -1.649 -1.172 -0.525
H 1.686 -3.888 -2.253
H 1.159 -0.521 -1.450
H -0.189 0.514 -0.874
H 0.006 2.870 -1.050
H 1.374 5.021 -1.259
H 3.964 5.030 -1.003
H 6.028 3.532 0.021
H 6.145 2.390 -1.463
H 5.785 1.764 0.250
H 3.800 0.502 -0.431
Pt -3.304 4.484 3.902

***

[12]
22
Properties=species:S:1:pos:R:3 method="wB97M-V/def2-TZVPD" orbital_gap_ev=9.521 energy_ha=-346.4428 e_lumo_ev=1.1032 e_homo_ev=-8.418 relative_energy_ev=2.2957 multiplicity=1
C 1.821 -0.868 1.273
C 1.909 -1.364 0.029
C 0.819 -2.240 -0.568
C -0.234 -1.315 -1.267
C -0.937 -0.299 -0.252
N -1.098 1.064 -0.774
C -1.500 1.906 0.409
N -0.558 3.053 0.427
H 1.335 -1.359 2.108
H 2.450 -0.014 1.542
H 2.701 -0.993 -0.593
H 0.326 -2.887 0.168
H 1.304 -2.886 -1.312
H -0.929 -2.021 -1.682
H 0.043 -0.581 -2.028
H -1.935 -0.680 -0.033
H -0.462 -0.401 0.731
H -0.291 1.471 -1.224
H -1.505 1.383 1.365
H -2.511 2.157 0.113
H -1.013 3.943 0.564
H 0.265 2.932 1.005